(1)
7 unconnected molecules or ions with the total composition C12H40NO9, computed with the ωB97M-V functional and the def2-TZVPD basis.

Last column: Mulliken charge in e.
Geometry (Å):
N (-0.22, 0.34, -0.44)  0.67
H (-0.98, 0.99, -0.34)  0.51
H (0.07, -0.10, 0.42)  -0.25
H (0.60, 0.81, -0.79)  0.52
H (-0.47, -0.44, -1.04)  -0.13
C (-0.72, -1.74, 3.08)  -0.90
C (-1.76, -2.10, 2.00)  -0.45
O (-2.42, -0.99, 1.43)  -0.35
H (0.13, -1.10, 2.83)  -0.02
H (-0.37, -2.68, 3.51)  0.38
H (-1.34, -1.17, 3.77)  0.37
H (-2.49, -2.62, 2.63)  0.40
H (-1.38, -2.84, 1.29)  0.32
H (-2.89, -0.47, 2.08)  0.23
C (3.97, 0.54, -2.43)  -1.19
C (2.74, 1.38, -2.43)  -0.13
O (2.10, 1.48, -1.19)  -0.60
H (4.37, 0.49, -3.45)  0.39
H (3.62, -0.48, -2.26)  0.24
H (4.67, 0.79, -1.63)  0.33
H (2.12, 1.01, -3.25)  0.24
H (3.12, 2.34, -2.77)  0.31
H (2.62, 2.00, -0.58)  0.25
C (3.24, -0.29, 2.01)  -0.91
C (2.88, -1.36, 1.00)  -0.25
O (1.55, -1.57, 0.99)  -0.25
H (4.32, -0.38, 2.11)  0.45
H (2.72, -0.51, 2.94)  0.25
H (2.96, 0.67, 1.56)  0.06
H (3.32, -2.33, 1.27)  0.46
H (3.32, -1.12, 0.03)  0.07
H (1.36, -2.33, 0.44)  0.18
C (-0.52, -2.61, -2.91)  -0.42
C (-0.53, -1.25, -3.77)  -0.62
O (-0.34, -0.10, -3.06)  -0.39
O (-1.19, -2.39, -1.73)  -0.43
H (0.42, -3.15, -2.75)  0.36
H (-1.00, -3.39, -3.50)  0.28
H (-1.56, -1.17, -4.11)  0.39
H (0.09, -1.14, -4.66)  0.40
H (-0.64, 0.62, -3.62)  0.24
H (-1.90, -1.77, -1.92)  0.28
C (-3.50, 1.21, -1.86)  -0.21
C (-4.45, 0.00, -1.53)  -0.63
O (-3.72, -1.19, -1.47)  -0.54
O (-2.66, 1.44, -0.77)  -0.53
H (-4.13, 2.05, -2.16)  0.32
H (-2.75, 1.17, -2.65)  0.08
H (-5.29, -0.02, -2.21)  0.38
H (-4.97, 0.26, -0.61)  0.37
H (-3.76, -1.55, -0.58)  0.23
H (-3.14, 1.55, 0.05)  0.22
C (0.73, 3.15, 3.67)  -0.76
C (0.12, 1.82, 3.19)  0.29
O (-0.61, 1.89, 2.04)  -0.38
O (1.97, 3.47, 2.96)  -0.52
H (0.98, 2.89, 4.69)  0.38
H (0.01, 3.96, 3.75)  0.33
H (-0.61, 1.64, 3.98)  0.32
H (0.97, 1.15, 3.07)  -0.25
H (-1.55, 1.99, 2.17)  0.25
H (2.71, 3.24, 3.51)  0.30

Gap between HOMO and LUMO (eV): 10.002
LUMO level (eV): -2.44
Relative energy (zero: lowest compared OMol25 entry of this formula, charge and spin) (kcal per mole): 60.3
Net charge: +1

(2)
2 unconnected molecules or ions with the total composition C6H14OS, computed with the ωB97M-V functional and the def2-TZVPD basis.

Last column: Mulliken charge in e.
Geometry (Å):
C (0.33, 1.64, 2.15)  -0.35
O (0.36, 0.99, 3.43)  -0.52
C (-0.77, 1.01, 1.36)  -0.02
C (-1.93, 1.62, 1.14)  -0.76
H (1.30, 1.52, 1.66)  0.14
H (0.14, 2.71, 2.28)  0.33
H (0.98, 1.46, 3.98)  0.30
H (-0.61, -0.03, 1.09)  0.37
H (-2.77, 1.09, 0.71)  0.28
H (-2.08, 2.64, 1.46)  0.22
C (-0.75, -2.77, -1.91)  -1.23
C (-0.21, -1.34, -1.81)  -0.29
S (1.11, -1.26, -0.58)  -0.13
C (1.94, 0.23, -1.14)  -0.85
H (-1.47, -2.84, -2.72)  0.36
H (-1.21, -3.08, -0.98)  0.32
H (0.07, -3.46, -2.11)  0.33
H (-1.01, -0.66, -1.51)  0.25
H (0.20, -1.03, -2.77)  0.35
H (2.24, 0.11, -2.18)  0.35
H (1.31, 1.10, -0.98)  0.23
H (2.85, 0.35, -0.54)  0.34

Gap between HOMO and LUMO (eV): 9.377
LUMO level (eV): 0.89
Relative energy (zero: lowest compared OMol25 entry of this formula, charge and spin) (kcal per mole): 18.9
Net charge: 0
SMILES: C=CCO.CCSC

(3)
A molecular structure, C5H9NO2, computed with the ωB97M-V functional and the def2-TZVPD basis.

Last column: Mulliken charge in e.
Geometry (Å):
C (-2.21, -0.73, 0.47)  -0.73
C (-0.10, 0.36, -0.11)  1.31
C (0.18, 1.72, -0.81)  -0.87
C (-0.16, 1.61, 0.70)  -0.64
C (1.09, -0.54, 0.03)  0.06
H (-1.38, -1.36, 1.32)  0.22
H (-2.81, 0.13, 0.99)  0.25
H (-2.99, -1.71, 0.20)  0.27
H (-1.70, 0.05, -1.20)  0.17
H (1.33, 2.00, -0.84)  0.24
H (-0.57, 2.16, -1.49)  0.30
H (-1.22, 1.86, 1.04)  0.24
H (0.65, 1.54, 1.35)  0.31
H (0.20, -1.72, -0.76)  0.39
N (-1.27, -0.31, -0.55)  -0.43
O (0.93, -1.79, -0.34)  -0.45
O (2.14, -0.13, 0.54)  -0.64

Gap between HOMO and LUMO (eV): 10.355
LUMO level (eV): 0.73
Relative energy (zero: lowest compared OMol25 entry of this formula, charge and spin) (kcal per mole): 103.2
Net charge: 0

(4)
A single C5H10N2 molecule, computed with the ωB97M-V functional and the def2-TZVPD basis.

Last column: Mulliken charge in e.
Geometry (Å):
C (-1.93, -0.19, 0.20)  -1.25
C (-0.95, -0.33, -0.97)  0.05
N (-0.52, 0.86, -1.60)  -0.61
C (0.55, 0.03, -1.03)  -0.41
C (0.86, -0.43, 0.37)  0.01
C (2.11, 0.04, 0.91)  -0.53
N (0.84, 0.45, 1.52)  -0.58
H (-2.89, 0.07, -0.26)  0.38
H (-1.70, 0.59, 0.93)  0.30
H (-2.09, -1.12, 0.76)  0.34
H (-1.09, -1.20, -1.56)  0.43
H (-0.76, 1.66, -1.04)  0.31
H (1.10, -0.47, -1.84)  0.37
H (0.55, -1.46, 0.68)  0.37
H (2.73, -0.62, 1.49)  0.29
H (2.60, 0.73, 0.23)  0.25
H (0.59, 1.38, 1.20)  0.29

Gap between HOMO and LUMO (eV): 9.843
LUMO level (eV): 1.11
Relative energy (zero: lowest compared OMol25 entry of this formula, charge and spin) (kcal per mole): 86.4
Net charge: 0
SMILES: C[C@H]1N[C@H]1[C@H]1CN1

(5)
A molecular structure, C20H56InN4Na4O14PS, computed with the ωB97M-V functional and the def2-TZVPD basis.

Last column: Mulliken charge in e.
Geometry (Å):
In (3.34, 2.16, -0.12)  1.30
Na (-0.91, 1.82, -0.99)  0.81
Na (1.63, 0.79, 3.43)  0.90
Na (0.94, -0.70, -2.13)  0.69
Na (2.63, -2.09, 1.55)  0.88
P (0.70, 0.03, 0.75)  0.64
O (-0.56, -0.26, -0.13)  0.02
O (1.90, -0.24, -0.17)  -0.61
O (0.81, -0.82, 2.02)  -1.61
O (0.78, 1.57, 1.09)  -0.02
S (1.23, 2.22, -3.03)  1.04
O (2.33, 1.37, -2.60)  -0.61
O (0.06, 1.41, -3.17)  -0.59
O (1.05, 3.00, -1.80)  -0.69
O (1.58, 2.98, -4.21)  -0.58
C (6.35, 4.14, -3.83)  -1.14
C (5.58, 2.84, -3.40)  0.27
C (6.28, 1.73, -2.44)  -0.61
O (5.38, 0.84, -1.73)  -0.26
C (4.81, -0.21, -2.50)  -0.50
N (4.31, 3.29, -2.90)  -0.27
H (6.84, 3.81, -4.75)  0.36
H (7.08, 4.48, -3.10)  0.31
H (5.64, 4.93, -4.09)  0.36
H (5.47, 2.21, -4.29)  0.34
H (6.86, 2.35, -1.76)  0.42
H (7.01, 1.30, -3.12)  0.36
H (3.88, -0.59, -2.07)  -0.07
H (5.41, -1.09, -2.71)  0.40
H (4.44, 0.17, -3.45)  0.29
H (3.80, 2.45, -3.11)  -0.27
H (3.83, 3.76, -3.66)  0.48
C (3.25, 5.37, 3.67)  -1.58
C (2.23, 4.28, 3.35)  0.61
C (0.87, 4.76, 3.90)  -0.83
O (0.01, 3.69, 3.78)  -0.35
C (-1.03, 3.67, 2.88)  -0.47
N (1.94, 4.02, 1.98)  -0.04
H (3.53, 5.28, 4.72)  0.39
H (2.94, 6.38, 3.40)  0.35
H (4.13, 5.17, 3.05)  0.36
H (2.64, 3.38, 3.81)  0.00
H (0.41, 5.58, 3.35)  0.43
H (0.92, 5.02, 4.96)  0.46
H (-1.21, 2.61, 2.69)  -0.02
H (-0.72, 4.07, 1.91)  0.39
H (-1.91, 4.03, 3.40)  0.37
H (1.17, 3.37, 1.86)  -0.15
H (1.38, 4.85, 1.84)  0.50
C (-3.21, -0.50, -3.72)  -1.77
C (-2.16, -1.43, -3.20)  2.78
C (-2.66, -2.90, -3.24)  -1.02
O (-1.61, -3.85, -3.14)  -0.36
C (-1.99, -5.22, -3.15)  -0.77
N (-1.01, -1.28, -4.05)  -0.69
H (-3.44, -0.79, -4.74)  0.46
H (-3.01, 0.57, -3.60)  0.40
H (-4.13, -0.66, -3.17)  0.43
H (-1.81, -1.16, -2.20)  -1.50
H (-3.10, -2.93, -4.23)  0.61
H (-3.43, -3.18, -2.52)  0.33
H (-2.50, -5.44, -2.22)  0.25
H (-1.14, -5.90, -3.15)  0.27
H (-2.62, -5.52, -3.99)  0.33
H (-1.19, -1.53, -5.01)  0.32
H (-0.80, -0.30, -4.15)  0.10
C (-5.00, -0.18, 2.17)  -1.53
C (-3.83, -0.91, 1.69)  1.42
C (-3.90, -1.34, 0.19)  -0.31
O (-4.95, -2.30, -0.05)  -0.44
C (-5.05, -3.51, 0.61)  -0.63
N (-2.70, -0.10, 1.94)  -0.27
H (-5.49, 0.36, 1.36)  0.27
H (-4.73, 0.47, 3.01)  0.44
H (-5.63, -0.98, 2.54)  0.34
H (-3.73, -1.86, 2.22)  -0.19
H (-2.95, -1.60, -0.29)  -0.38
H (-4.24, -0.48, -0.39)  0.37
H (-5.68, -3.33, 1.47)  0.33
H (-4.11, -3.77, 1.09)  0.12
H (-5.37, -4.40, 0.06)  0.31
H (-2.19, -0.31, 2.79)  0.34
H (-2.00, -0.13, 1.21)  -0.29
C (-1.17, -5.21, 0.98)  -1.46
C (-1.15, -3.79, 0.48)  2.08
O (0.17, -3.19, 0.61)  -0.65
H (-1.92, -5.89, 0.57)  0.38
H (-1.34, -5.27, 2.06)  0.24
H (-0.28, -5.76, 0.67)  0.44
H (-1.87, -3.20, 1.03)  -1.16
H (-1.42, -3.77, -0.58)  -0.42
H (-0.01, -2.25, 0.70)  0.11
C (-1.90, -2.84, 4.14)  -0.18
C (-0.76, -2.09, 4.85)  -0.53
O (-0.76, -0.83, 4.27)  -0.49
H (-1.63, -2.93, 3.09)  -0.37
H (-2.86, -2.33, 4.27)  0.17
H (-1.90, -3.87, 4.51)  0.58
H (0.23, -2.52, 4.66)  0.23
H (-0.72, -2.06, 5.94)  0.37
H (-0.36, -0.95, 3.41)  0.22

Gap between HOMO and LUMO (eV): 2.149
LUMO level (eV): -10.86
Net charge: +2

(6)
A single C15H13ClF3NO3 molecule, computed with the ωB97M-V functional and the def2-TZVPD basis.

Last column: Mulliken charge in e.
Geometry (Å):
O (-1.15, -3.26, -1.05)  -0.68
C (-1.18, -2.30, -0.30)  0.06
N (-0.27, -2.09, 0.69)  -0.15
H (-0.33, -1.23, 1.20)  0.31
C (1.01, -2.75, 0.71)  -1.16
C (2.09, -1.77, 0.32)  0.38
C (2.01, -1.14, -0.92)  0.11
C (2.93, -0.17, -1.27)  -0.82
C (3.94, 0.17, -0.38)  0.43
C (4.03, -0.45, 0.85)  -0.70
C (3.10, -1.41, 1.20)  -0.54
H (3.17, -1.90, 2.16)  0.35
H (4.82, -0.18, 1.54)  0.43
Cl (5.09, 1.39, -0.81)  -0.23
H (2.87, 0.33, -2.23)  0.43
H (1.23, -1.40, -1.61)  0.46
H (0.95, -3.57, -0.02)  0.42
H (1.21, -3.16, 1.70)  0.41
C (-2.19, -1.24, -0.40)  0.62
C (-3.23, -1.07, -1.28)  -0.63
C (-3.76, 0.21, -1.03)  -0.71
C (-3.02, 0.74, -0.01)  0.70
O (-2.07, -0.14, 0.38)  -0.18
C (-3.04, 2.09, 0.63)  -0.89
H (-4.06, 2.50, 0.57)  0.37
H (-2.73, 2.02, 1.68)  0.34
O (-2.23, 3.04, -0.06)  -0.34
C (-0.92, 3.20, 0.37)  -0.71
H (-0.85, 3.32, 1.46)  0.37
C (0.06, 2.07, -0.02)  1.03
F (-0.28, 1.44, -1.14)  -0.28
F (0.18, 1.14, 0.95)  -0.27
F (1.29, 2.57, -0.20)  -0.30
H (-0.56, 4.11, -0.12)  0.31
H (-4.58, 0.68, -1.54)  0.52
H (-3.54, -1.78, -2.02)  0.55

Gap between HOMO and LUMO (eV): 9.519
LUMO level (eV): 0.62
Relative energy (zero: lowest compared OMol25 entry of this formula, charge and spin) (kcal per mole): 33.8
Net charge: 0
SMILES: O=C(NCc1ccc(Cl)cc1)c1ccc(COCC(F)(F)F)o1